A molecular structure, C14H21CsN9Sb2 at a distorted geometry, computed with ωB97M-V/def2-TZVPD.

The geometry in XYZ format:
```
47
Properties=species:S:1:pos:R:3
Cs 0.6476 -0.1410 2.4764
C 1.4927 4.1283 -1.5233
Sb 1.0397 2.2640 -0.5582
C 1.9716 1.0613 -2.0706
C -1.0131 2.1845 -1.3090
C -1.3029 1.1787 -2.3659
C -0.8318 1.4482 -3.6530
C -1.0475 0.5895 -4.7124
C -1.7707 -0.5747 -4.5028
C -2.2546 -0.8525 -3.2388
C -2.0276 -0.0061 -2.1512
C -2.5770 -0.4173 -0.8306
Sb -1.6342 -2.1156 0.1657
C -2.5614 -3.6318 -1.0432
C 0.1990 -2.1469 -0.9418
H 1.2265 4.0767 -2.5778
H 2.5555 4.3425 -1.4344
H 0.9375 4.9357 -1.0506
H 1.8676 1.5250 -3.0497
H 1.5251 0.0721 -2.1087
H 3.0274 0.9604 -1.8280
H -1.1768 3.1867 -1.7094
H -1.6635 2.0826 -0.4442
H -0.2871 2.3711 -3.8178
H -0.6611 0.8295 -5.6945
H -1.9617 -1.2588 -5.3193
H -2.8384 -1.7510 -3.0786
H -3.6123 -0.7457 -0.9463
H -2.5913 0.3958 -0.1089
H -2.2528 -3.5549 -2.0842
H -3.6451 -3.5453 -0.9777
H -2.2733 -4.6104 -0.6646
H 0.0124 -1.9652 -1.9995
H 0.6631 -3.1223 -0.8103
H 0.8899 -1.3993 -0.5601
N 2.1110 -0.5532 6.2687
C 0.9346 0.1570 6.1539
N 0.3218 0.6861 7.2147
N -0.7595 1.2848 6.6953
N -0.7892 1.1239 5.4147
N 0.2848 0.4007 5.0203
C 2.8529 -1.1577 5.2760
N 3.9838 -1.8150 5.5398
N 4.3941 -2.2436 4.3375
N 3.5658 -1.8680 3.4211
N 2.5542 -1.1642 3.9807
H 2.4746 -0.6446 7.2006
```

Values from the calculation:
Max |F| ... 1.55 eV/A
HOMO level ... -3.94 eV
Energy above the lowest of the compared OMol25 structures with the same formula, charge and spin ... 0.000 eV
Net charge ... -1
HOMO-LUMO gap ... 5.77 eV



14 unconnected molecules or ions with the total composition C59H155N9O23 at a distorted geometry, computed with ωB97M-V/def2-TZVPD.

The geometry in XYZ format:
```
246
Properties=species:S:1:pos:R:3
C 2.9780 3.9050 7.1771
O 3.3370 4.6800 8.2992
C 3.2090 4.0666 9.5747
C 3.5861 5.0497 10.7047
N 5.0381 4.9990 10.8343
C 5.6015 6.1260 11.6365
C 7.1779 6.2052 11.6581
O 7.6018 7.0325 10.5699
C 8.9972 7.0905 10.5664
H 3.0331 4.5577 6.3059
H 1.9199 3.6647 7.2809
H 3.5646 3.0123 6.9607
H 3.8766 3.2076 9.6421
H 2.1831 3.7141 9.6820
H 3.0136 4.8028 11.5987
H 3.2707 6.0391 10.3736
H 5.3986 4.9217 9.8940
H 5.2391 5.9376 12.6471
H 5.1538 7.0755 11.3430
H 7.6163 5.2075 11.6782
H 7.4826 6.5242 12.6548
H 9.3121 7.7612 9.7670
H 9.4608 6.1059 10.5042
H 9.2877 7.5317 11.5198
C -2.6150 6.2783 6.2153
O -2.8057 6.6163 7.6224
C -2.5774 7.9956 7.9225
C -1.0124 8.3088 8.1344
N -0.8932 9.7812 8.2520
C -1.6042 10.3685 9.4634
C -0.9937 9.7284 10.7318
O -1.6058 8.4834 11.2262
C -1.3419 8.1719 12.5641
H -1.6451 6.6410 5.8749
H -3.3978 6.6782 5.5707
H -2.4214 5.2192 6.0450
H -3.2085 8.2545 8.7727
H -2.9021 8.6002 7.0757
H -0.4883 8.0108 7.2263
H -0.4467 7.7760 8.8988
H 0.0745 10.0654 8.1982
H -2.6823 10.2086 9.4500
H -1.3998 11.4387 9.4324
H -0.8582 10.3985 11.5808
H 0.0322 9.4594 10.4806
H -1.9672 7.3197 12.8302
H -1.6273 8.9849 13.2317
H -0.2805 8.0296 12.7671
C -4.9095 0.8569 -8.7050
O -5.4794 0.5413 -7.4924
C -6.8972 0.4543 -7.4772
C -7.4640 0.0678 -6.1272
N -8.8226 0.4392 -5.9628
C -9.0701 1.8333 -5.9009
C -10.4772 2.1451 -5.3534
O -11.5554 1.4690 -6.0506
C -12.7636 2.1350 -5.6540
H -4.9424 0.0196 -9.4021
H -3.8467 1.0289 -8.5346
H -5.2346 1.7702 -9.2034
H -7.1640 -0.3122 -8.2048
H -7.2329 1.4477 -7.7749
H -6.9585 0.5506 -5.2908
H -7.2970 -0.9972 -5.9657
H -9.3104 0.0556 -6.7596
H -8.9007 2.2127 -6.9086
H -8.3540 2.2940 -5.2204
H -10.5227 3.1926 -5.6514
H -10.4988 2.0669 -4.2664
H -13.5313 1.8292 -6.3648
H -12.6670 3.2188 -5.7189
H -13.1237 1.8657 -4.6611
C 4.4772 0.7845 -3.3798
O 4.1228 -0.1269 -2.4095
C 3.3990 0.4318 -1.2991
C 3.2474 -0.6285 -0.2044
N 2.3996 -1.7167 -0.7662
C 2.2591 -2.9370 0.0751
C 3.5924 -3.7091 0.2232
O 3.3535 -4.9149 0.9560
C 4.4255 -5.8280 1.0559
H 5.2390 1.4671 -3.0033
H 3.5353 1.1636 -3.7765
H 4.8949 0.2443 -4.2294
H 2.4456 0.9017 -1.5401
H 4.0096 1.2639 -0.9487
H 2.8921 -0.2449 0.7520
H 4.2190 -1.0961 -0.0453
H 2.5884 -1.9080 -1.7398
H 1.5107 -3.5514 -0.4254
H 1.8544 -2.7032 1.0598
H 4.3756 -3.1511 0.7364
H 3.9360 -4.0510 -0.7531
H 5.3313 -5.3558 1.4361
H 4.6646 -6.2422 0.0764
H 4.2974 -6.6282 1.7848
C -0.8216 0.2705 1.7671
O -0.7654 1.2119 0.6639
C -1.9319 1.0947 -0.1634
C -1.9854 -0.0740 -1.1484
N -1.0095 -0.0491 -2.2183
C -1.2940 -1.0347 -3.3045
C -0.0844 -1.2385 -4.2064
O 0.7544 -2.3412 -3.6906
C 1.7020 -2.7549 -4.5871
H -1.6101 0.5717 2.4568
H 0.1050 0.1512 2.3287
H -1.0311 -0.7542 1.4603
H -2.0782 2.0534 -0.6610
H -2.8563 1.0341 0.4111
H -2.9165 -0.0050 -1.7109
H -1.9095 -1.0660 -0.7031
H -0.0948 -0.2922 -1.8658
H -2.2166 -0.6341 -3.7246
H -1.5140 -1.9914 -2.8307
H 0.4967 -0.3248 -4.3315
H -0.4598 -1.4807 -5.2007
H 1.3574 -3.4336 -5.3674
H 2.3409 -3.3279 -3.9152
H 2.3433 -1.9682 -4.9844
C -1.0509 -8.1728 -3.0077
O -0.0320 -9.0601 -3.3392
C 0.5579 -9.7438 -2.2018
C 1.7568 -10.5628 -2.6664
N 1.3098 -11.6264 -3.5409
C 2.3938 -12.4489 -4.0785
C 1.8518 -13.3075 -5.2761
O 1.2937 -12.4756 -6.2723
C 0.5790 -13.1982 -7.2353
H -1.2334 -7.6429 -3.9426
H -0.6696 -7.3336 -2.4259
H -1.9744 -8.6125 -2.6313
H -0.2023 -10.3362 -1.6928
H 0.8939 -8.9961 -1.4834
H 2.1670 -10.9874 -1.7501
H 2.5114 -9.9511 -3.1609
H 0.7959 -11.3491 -4.3650
H 2.8806 -13.0708 -3.3272
H 3.1879 -11.7625 -4.3724
H 1.0859 -13.9868 -4.9018
H 2.7372 -13.8417 -5.6207
H 1.1820 -14.0669 -7.4997
H 0.2678 -12.5903 -8.0848
H -0.3350 -13.6158 -6.8129
C -1.1078 4.4668 -11.1454
O -1.0415 4.2179 -9.7815
C 0.2507 4.5130 -9.2581
C 0.2930 4.0468 -7.8078
N -0.5382 5.0226 -7.0671
C -1.0622 4.5174 -5.8057
C -1.8547 5.7427 -5.2714
O -3.0911 5.9540 -6.0071
C -4.0727 4.8808 -6.0094
H -2.0901 4.0748 -11.4093
H -0.2831 3.9228 -11.6058
H -1.0857 5.5418 -11.3243
H 0.4205 5.5860 -9.3474
H 0.9737 3.9041 -9.8009
H 1.3228 4.0402 -7.4505
H -0.0809 3.0269 -7.7179
H -1.2434 5.4069 -7.6795
H -0.3142 4.3093 -5.0407
H -1.7153 3.6609 -5.9727
H -1.2977 6.6747 -5.3678
H -2.0863 5.5143 -4.2310
H -4.9494 5.2487 -6.5424
H -4.3641 4.6483 -4.9851
H -3.7420 3.9981 -6.5567
C 11.0435 -4.4265 -1.5829
O 9.7309 -3.8664 -1.5576
C 9.4526 -2.9077 -2.5713
C 8.0975 -2.1498 -2.3359
N 8.2801 -0.9208 -1.6025
C 8.7643 -1.1466 -0.2131
C 8.8835 0.1281 0.5936
O 7.6105 0.6353 0.9514
C 7.5913 2.0214 0.7445
H 11.1527 -5.1041 -2.4296
H 11.1987 -5.0965 -0.7373
H 11.8947 -3.7517 -1.6745
H 9.2432 -3.5712 -3.4104
H 10.2642 -2.2770 -2.9339
H 7.3646 -2.7687 -1.8183
H 7.6260 -1.9175 -3.2908
H 7.4758 -0.3256 -1.7400
H 9.7559 -1.5992 -0.2166
H 7.9912 -1.7654 0.2426
H 9.5581 0.7920 0.0531
H 9.2986 -0.2543 1.5261
H 7.6659 2.2730 -0.3134
H 8.3535 2.4778 1.3761
H 6.6376 2.4119 1.0997
C -5.5177 -4.1669 0.4733
O -5.5861 -3.6492 1.8240
C -4.5663 -4.1682 2.7048
C -4.8754 -3.9069 4.2184
N -4.9523 -2.4270 4.3735
C -5.1356 -2.1118 5.7932
C -5.6225 -0.7173 6.0986
O -6.8399 -0.5860 5.4609
C -8.0444 -1.1144 5.9484
H -4.6269 -3.7310 0.0210
H -6.3374 -3.7099 -0.0811
H -5.4870 -5.2529 0.3849
H -3.6085 -3.6760 2.5362
H -4.3702 -5.2315 2.5663
H -3.9814 -4.2696 4.7256
H -5.6862 -4.5706 4.5188
H -5.6961 -2.0361 3.8131
H -4.1894 -2.3976 6.2527
H -5.8503 -2.8590 6.1380
H -4.8718 -0.0874 5.6214
H -5.7496 -0.5692 7.1710
H -8.8589 -1.1666 5.2259
H -8.4252 -0.5435 6.7953
H -7.9409 -2.1311 6.3273
C 1.6605 -8.8807 -7.0665
O 2.2042 -9.6392 -8.0786
H 1.2145 -7.9613 -7.4459
H 0.8845 -9.3473 -6.4597
H 2.4889 -8.7119 -6.3786
H 1.9583 -10.5477 -7.8894
C 1.1878 6.4620 0.9998
O 1.4749 7.7192 0.4087
H 0.3259 6.1181 0.4279
H 1.9964 5.7543 0.8172
H 0.8273 6.5263 2.0265
H 0.8444 8.3885 0.6844
C 1.5262 -5.3738 -10.6693
O 1.7374 -3.9591 -10.6423
H 0.5769 -5.5998 -10.1837
H 1.5365 -5.8469 -11.6512
H 2.2996 -5.9489 -10.1601
H 1.8154 -3.6862 -11.5593
C -0.0854 -1.0922 8.7739
O -1.3388 -0.8044 9.3713
H 0.7269 -0.7394 9.4094
H 0.1124 -2.1482 8.5904
H 0.0762 -0.5398 7.8482
H -1.2572 -1.1010 10.2807
C -7.6249 1.1287 1.7348
O -7.0626 2.0363 2.6356
H -8.6084 0.9290 2.1600
H -7.7630 1.5301 0.7309
H -7.0072 0.2346 1.6491
H -7.2765 1.8070 3.5429
```

Values from the calculation:
Max |F| ... 3.53 eV/A
HOMO level ... -8.23 eV
Energy above the lowest of the compared OMol25 structures with the same formula, charge and spin ... 3.207 eV
HOMO-LUMO gap ... 8.58 eV



A single C4H8O3 molecule at a distorted geometry, computed with ωB97M-V/def2-TZVPD.

The geometry in XYZ format:
```
15
Properties=species:S:1:pos:R:3
C -0.8011 0.5760 -1.3367
C -0.5866 -0.3782 -0.1740
O 0.1576 -1.6594 -0.6002
C 0.2102 0.1238 1.0265
O 0.5195 -1.0313 1.7208
C 1.3840 1.0806 0.8034
O 2.4700 0.9732 1.3108
H -1.1100 -0.0481 -2.1697
H -1.5914 1.3250 -1.1676
H 0.1125 1.1089 -1.6155
H -1.5358 -0.7206 0.2495
H -0.3928 -2.4673 -0.5869
H -0.5639 0.8054 1.4579
H 0.5995 -1.6666 0.8880
H 1.1281 1.9788 0.1938
```

Values from the calculation:
Max |F| ... 2.47 eV/A
HOMO level ... -9.54 eV
Energy above the lowest of the compared OMol25 structures with the same formula, charge and spin ... 2.407 eV
HOMO-LUMO gap ... 9.97 eV
SMILES string ... C[C@@H](O)[C@@H](O)C=O



A single C6H10O molecule at a distorted geometry, computed with ωB97M-V/def2-TZVPD.

The geometry in XYZ format:
```
17
Properties=species:S:1:pos:R:3
C 2.7894 0.2659 1.5402
C 1.6120 0.6513 0.6050
C 0.6577 -0.1900 0.1246
C -0.6166 0.3556 -0.3596
C -1.6438 -0.4972 -0.8207
C -2.7520 0.1314 -1.5909
O -1.5370 -1.8190 -0.3922
H 2.9989 -0.8627 1.7932
H 3.7859 0.4212 1.2720
H 2.7639 0.7161 2.5702
H 1.6814 1.6392 0.2149
H 0.9440 -1.2303 -0.0546
H -0.7680 1.4367 -0.2414
H -2.7096 -0.2171 -2.6417
H -2.3881 1.1503 -1.3111
H -3.7444 -0.0494 -1.1596
H -1.0736 -1.9021 0.4518
```

Values from the calculation:
Max |F| ... 4.87 eV/A
HOMO level ... -7.54 eV
Energy above the lowest of the compared OMol25 structures with the same formula, charge and spin ... 2.529 eV
HOMO-LUMO gap ... 8.29 eV
SMILES string ... C/C=C/C=C(/C)O



2 unconnected molecules or ions with the total composition C3H6NO2 at a distorted geometry, computed with ωB97M-V/def2-TZVPD.

The geometry in XYZ format:
```
12
Properties=species:S:1:pos:R:3
C -0.1232 0.5839 0.8595
C 0.6396 0.9956 -0.3343
C -0.7084 -0.8078 0.6354
N 1.7203 -0.0418 1.7625
O 1.6999 -0.7348 2.7352
O 2.6273 0.7429 1.5097
H 0.1155 1.8210 -0.9385
H 1.5432 1.4711 0.0700
H 0.8098 0.2412 -1.0294
H -1.8792 -0.5770 0.3804
H -0.6473 -1.7047 1.4590
H -0.1822 -1.2941 -0.2766
```

Values from the calculation:
Max |F| ... 3.58 eV/A
HOMO level ... -3.00 eV
Energy above the lowest of the compared OMol25 structures with the same formula, charge and spin ... 6.998 eV
Net charge ... -1
HOMO-LUMO gap ... 7.63 eV



4 unconnected molecules or ions with the total composition C28H53FN4O2 at a distorted geometry, computed with ωB97M-V/def2-TZVPD.

The geometry in XYZ format:
```
88
Properties=species:S:1:pos:R:3
O -1.1732 -3.8664 -3.4972
C -0.4790 -3.6570 -2.5377
N 0.7073 -2.8701 -2.6136
C 1.3718 -2.9988 -1.3366
O 2.4927 -2.6085 -1.1526
C 0.4484 -3.7103 -0.4143
C 0.5413 -3.9779 0.9460
C 1.6827 -3.4716 1.7971
C 1.6793 -1.9535 1.8560
F 0.4453 -1.5320 2.3362
C -0.4891 -4.7184 1.5008
C -1.5663 -5.1645 0.7573
C -1.6686 -4.8767 -0.5913
C -0.6490 -4.1418 -1.1482
H 0.5266 -1.8735 -2.7274
H 2.6374 -3.8406 1.4350
H 1.5243 -3.8118 2.8188
H 2.4723 -1.5699 2.4934
H 1.7988 -1.5076 0.8764
H -0.4718 -4.9672 2.5519
H -2.3456 -5.7353 1.2380
H -2.4977 -5.2017 -1.2012
C -2.8872 -0.5877 -2.7427
C -2.5498 0.3169 -1.5687
N -1.2462 0.9445 -1.6666
C -0.8070 1.5430 -0.4143
C -1.6153 2.7160 0.1516
C -1.0021 1.7296 -2.8635
C -1.9682 2.8743 -3.1928
H -2.1009 -1.3265 -2.8993
H -3.8088 -1.1302 -2.5279
H -3.0407 -0.0394 -3.6728
H -2.5453 -0.2989 -0.6644
H -3.3617 1.0496 -1.4392
H 0.2362 1.8522 -0.5284
H -0.7917 0.7473 0.3386
H -1.4547 3.6340 -0.4119
H -1.3012 2.9121 1.1790
H -2.6848 2.5050 0.1729
H -0.9856 1.0512 -3.7218
H 0.0161 2.1237 -2.8041
H -3.0118 2.5687 -3.1050
H -1.8103 3.1985 -4.2234
H -1.8107 3.7436 -2.5566
C -3.4307 1.8976 5.8280
C -3.0697 0.7874 4.8519
N -2.3519 -0.3073 5.4744
C -1.7380 -1.2129 4.5166
C -2.6614 -2.0141 3.5907
C -3.0119 -0.9265 6.6093
C -4.4172 -1.5066 6.3993
H -2.5464 2.2433 6.3650
H -3.8513 2.7447 5.2845
H -4.1748 1.5769 6.5584
H -2.4212 1.2119 4.0804
H -3.9856 0.4548 4.3372
H -1.0896 -1.9066 5.0595
H -1.0663 -0.6222 3.8938
H -3.1720 -2.8206 4.1174
H -2.0682 -2.4721 2.7965
H -3.4123 -1.3828 3.1137
H -3.0691 -0.1862 7.4121
H -2.3557 -1.7084 6.9996
H -5.0681 -0.8197 5.8568
H -4.8826 -1.6970 7.3688
H -4.3961 -2.4538 5.8625
C 6.4994 4.0290 -4.4479
C 5.6977 3.3790 -3.3299
N 4.2780 3.3076 -3.6161
C 3.4695 2.9788 -2.4568
C 3.6533 1.6004 -1.8111
C 3.9186 2.6371 -4.8537
C 4.3865 1.1894 -5.0529
H 6.0856 5.0052 -4.7040
H 7.5320 4.1712 -4.1269
H 6.5196 3.4152 -5.3493
H 5.8239 3.9829 -2.4272
H 6.1341 2.3927 -3.1061
H 2.4140 3.1024 -2.7182
H 3.6627 3.7432 -1.6968
H 3.2214 0.8074 -2.4204
H 3.1394 1.5788 -0.8469
H 4.7005 1.3613 -1.6259
H 4.3037 3.2346 -5.6844
H 2.8318 2.6812 -4.9612
H 5.4376 1.0581 -4.7927
H 4.2751 0.9113 -6.1029
H 3.7994 0.4811 -4.4705
```

Values from the calculation:
Max |F| ... 1.54 eV/A
HOMO level ... -8.05 eV
HOMO-LUMO gap ... 7.59 eV
SMILES string ... O=C1NC(=O)c2c(CCF)cccc21.CCN(CC)CC.CCN(CC)CC.CCN(CC)CC



Question: The lowest HOMO-LUMO gap belongs to which entry?
Answer: C14H21CsN9Sb2